Record 1
This record from the OMol25 dataset describes 11 unconnected molecules or ions with the total composition C22H44Cl22 in a non-equilibrium geometry. The level of theory is ωB97M-V/def2-TZVPD.

ORCA input file:
```
! RIJCOSX wB97M-V def2-TZVPD def2/J DEFGRID3
* xyz 1 2
Cl -4.314 -4.407 -3.616
C -4.042 -3.937 -1.905
C -3.485 -2.508 -1.813
Cl -1.877 -2.334 -2.581
H -3.535 -4.756 -1.396
H -4.953 -4.076 -1.323
H -3.365 -2.321 -0.745
H -4.123 -1.689 -2.146
Cl -0.703 2.771 2.084
C -2.345 3.069 2.728
C -3.154 4.073 1.886
Cl -4.678 4.405 2.813
H -2.165 3.420 3.744
H -2.785 2.072 2.779
H -3.392 3.738 0.876
H -2.685 5.047 1.751
Cl -0.468 5.222 -1.669
C 0.903 4.334 -0.949
C 2.165 4.631 -1.714
Cl 3.385 3.315 -1.730
H 0.566 3.297 -0.941
H 0.939 4.608 0.106
H 2.576 5.582 -1.374
H 2.011 4.783 -2.782
Cl -1.488 -6.610 -2.380
C 0.025 -6.042 -1.686
C -0.121 -5.877 -0.172
Cl -1.081 -4.443 0.224
H 0.390 -5.126 -2.150
H 0.805 -6.746 -1.975
H 0.884 -5.765 0.232
H -0.613 -6.713 0.324
Cl 3.234 -1.623 -1.931
C 5.035 -1.215 -1.831
C 5.286 0.197 -1.212
Cl 5.278 0.128 0.555
H 5.336 -1.153 -2.877
H 5.670 -1.992 -1.406
H 4.551 0.931 -1.541
H 6.227 0.570 -1.617
Cl 1.342 0.829 -2.883
C 2.488 0.776 -4.278
C 2.511 2.006 -5.140
Cl 1.161 1.975 -6.236
H 2.260 -0.063 -4.935
H 3.466 0.637 -3.815
H 3.503 2.143 -5.569
H 2.387 2.900 -4.529
Cl 5.762 1.450 4.606
C 5.308 2.746 3.395
C 3.907 2.473 2.956
Cl 2.707 2.910 4.141
H 6.046 2.651 2.598
H 5.424 3.737 3.834
H 3.797 1.407 2.761
H 3.654 2.956 2.012
Cl -1.177 -0.507 1.926
C -0.210 -0.832 0.407
C 1.085 -0.082 0.509
Cl 2.119 -0.533 1.785
H -0.806 -0.612 -0.479
H 0.073 -1.883 0.457
H 0.857 0.981 0.589
H 1.710 -0.228 -0.372
Cl -0.524 -2.704 7.388
C -0.889 -3.686 5.910
C -0.675 -2.916 4.602
Cl 1.043 -2.407 4.735
H -1.917 -4.049 5.906
H -0.205 -4.531 5.992
H -1.261 -2.006 4.477
H -0.828 -3.572 3.746
Cl -2.886 3.706 -4.065
C -1.665 2.305 -3.999
C -2.197 1.048 -3.391
Cl -2.497 1.324 -1.635
H -0.743 2.746 -3.620
H -1.409 2.003 -5.015
H -1.412 0.293 -3.350
H -3.096 0.658 -3.870
Cl -4.143 -2.185 3.552
C -4.580 -0.448 3.241
C -5.028 -0.288 1.769
Cl -5.009 1.399 1.140
H -3.636 0.093 3.307
H -5.194 -0.009 4.028
H -6.080 -0.554 1.666
H -4.437 -0.917 1.104
*
```

Computed properties:
maximum force: 0.041 Eh/bohr
DFT total energy: -299012.84854 eV
HOMO-LUMO gap (alpha / beta): 10.5 / 3.1 eV
LUMO energy (alpha / beta): -0.072 / -0.344 Eh
ΔE to the lowest compared entry with this formula, charge and spin: 0.000 eV

=====

Record 2
This record from the OMol25 dataset describes 19 unconnected molecules or ions with the total composition C22H44Cl36IS2. The level of theory is ωB97M-V/def2-TZVPD.

ORCA input file:
```
! RIJCOSX wB97M-V def2-TZVPD def2/J DEFGRID3
* xyz -1 1
C -2.898 -4.322 -1.129
C -2.145 -3.682 0.038
C -1.325 -2.450 -0.395
I 0.828 -2.883 -0.088
C -1.613 -1.146 0.255
S -1.614 -1.125 1.991
S -3.162 -0.434 -0.378
H -2.223 -4.951 -1.713
H -3.686 -4.959 -0.732
H -3.334 -3.568 -1.785
H -2.841 -3.383 0.824
H -1.496 -4.458 0.442
H -1.407 -2.340 -1.479
H -2.691 -1.874 2.386
H -3.583 -1.316 -1.293
C -0.136 -1.561 6.012
Cl -1.591 -2.040 5.156
Cl 1.287 -2.491 5.495
H 0.059 -0.516 5.802
H -0.274 -1.731 7.073
C 3.880 0.065 1.098
Cl 2.190 0.365 1.450
Cl 4.392 -1.599 1.482
H 4.045 0.222 0.038
H 4.504 0.721 1.691
C 4.105 -1.268 7.464
Cl 5.339 0.011 7.385
Cl 2.785 -0.852 8.555
H 3.695 -1.423 6.473
H 4.617 -2.147 7.828
C -1.178 1.897 -2.125
Cl 0.412 1.399 -1.580
Cl -1.249 3.645 -2.511
H -1.411 1.346 -3.023
H -1.897 1.673 -1.344
C -3.741 -8.190 -1.094
Cl -3.396 -7.425 0.456
Cl -2.373 -8.120 -2.214
H -3.975 -9.232 -0.916
H -4.577 -7.671 -1.548
C -6.470 -2.157 0.602
Cl -5.948 -3.004 -0.860
Cl -5.705 -2.805 2.055
H -6.184 -1.116 0.497
H -7.540 -2.285 0.704
C 7.762 0.251 1.290
Cl 6.945 1.665 1.973
Cl 9.212 0.691 0.377
H 8.054 -0.396 2.107
H 7.073 -0.253 0.624
C -3.527 -0.382 -4.582
Cl -1.907 -0.885 -4.106
Cl -3.595 1.358 -4.922
H -3.818 -0.923 -5.474
H -4.196 -0.590 -3.754
C 7.814 -3.049 7.897
Cl 6.415 -3.730 7.049
Cl 9.314 -3.894 7.506
H 7.912 -2.012 7.600
H 7.639 -3.139 8.962
C -1.252 -2.447 -7.080
Cl -2.878 -3.150 -7.042
Cl -0.003 -3.580 -7.597
H -1.248 -1.603 -7.758
H -1.017 -2.138 -6.071
C 2.143 -1.571 -9.866
Cl 1.175 -0.187 -9.348
Cl 3.778 -1.103 -10.362
H 2.220 -2.255 -9.030
H 1.652 -2.037 -10.711
C -6.823 3.265 -4.636
Cl -7.301 1.652 -4.116
Cl -8.116 4.099 -5.521
H -6.581 3.853 -3.760
H -5.969 3.174 -5.297
C 1.671 -0.211 -4.936
Cl 1.366 -1.946 -4.776
Cl 0.522 0.576 -6.032
H 1.580 0.259 -3.962
H 2.667 -0.091 -5.344
C -1.692 4.987 0.895
Cl -3.360 5.557 1.113
Cl -1.451 3.335 1.450
H -1.469 5.018 -0.164
H -1.037 5.643 1.456
C 7.324 2.760 6.188
Cl 8.307 2.464 7.633
Cl 8.239 3.561 4.909
H 6.977 1.805 5.810
H 6.491 3.394 6.464
C -6.674 6.328 -8.083
Cl -5.135 5.638 -7.560
Cl -6.574 8.073 -8.364
H -6.960 5.852 -9.013
H -7.403 6.147 -7.304
C -7.003 7.602 0.249
Cl -6.373 6.671 -1.114
Cl -6.169 7.238 1.764
H -6.867 8.654 0.032
H -8.051 7.358 0.372
C 9.834 2.462 11.373
Cl 10.509 1.583 9.998
Cl 10.627 2.050 12.900
H 9.968 3.521 11.196
H 8.785 2.206 11.455
*
```

Computed properties:
maximum force: 0.010 Eh/bohr
DFT total energy: -504107.07334 eV
HOMO-LUMO gap: 4.5 eV
LUMO energy: 0.057 Eh

=====

Record 3
This record from the OMol25 dataset describes 6 unconnected molecules or ions with the total composition C22H44O10 in a non-equilibrium geometry. The level of theory is ωB97M-V/def2-TZVPD.

ORCA input file:
```
! RIJCOSX wB97M-V def2-TZVPD def2/J DEFGRID3
* xyz 0 1
C 0.415 4.203 1.738
C -0.667 3.116 2.094
O -2.083 3.539 1.912
C -2.920 2.764 2.588
C -4.335 3.371 2.517
O -2.751 1.602 3.022
H 0.072 5.082 2.123
H 0.491 4.352 0.626
H 1.231 4.127 1.936
H -0.587 2.328 1.394
H -0.722 2.882 2.997
H -4.333 4.394 2.817
H -4.780 3.089 3.412
H -4.667 3.324 1.452
C 0.492 -2.144 -1.758
C 0.535 -0.670 -1.612
O -0.731 -0.277 -1.024
C -1.157 0.980 -0.865
C -2.677 0.950 -0.499
O -0.517 1.916 -1.184
H -0.306 -2.459 -2.093
H 0.528 -2.533 -0.858
H 1.228 -2.596 -2.401
H 1.473 -0.331 -1.152
H 0.536 -0.305 -2.617
H -2.681 0.312 0.396
H -3.218 0.346 -1.155
H -2.995 1.877 -0.231
C 3.300 -3.524 0.671
C 3.017 -2.792 1.934
O 1.751 -2.270 2.025
C 1.273 -1.439 3.029
C -0.197 -1.274 2.863
O 1.905 -1.061 3.989
H 2.531 -4.338 0.620
H 4.224 -4.074 0.803
H 3.321 -2.695 -0.129
H 3.044 -3.595 2.830
H 3.582 -2.120 2.132
H -0.768 -1.752 2.042
H -0.472 -0.162 2.725
H -0.535 -1.500 3.948
C 3.083 1.616 2.130
C 3.115 1.233 0.622
O 4.412 1.692 0.210
C 4.767 1.310 -1.013
C 6.083 2.100 -1.355
O 4.312 0.347 -1.713
H 2.004 1.728 2.381
H 3.476 2.591 2.301
H 3.687 0.793 2.648
H 3.138 0.103 0.743
H 2.239 1.811 0.108
H 6.896 1.460 -1.379
H 6.357 2.878 -0.765
H 6.164 2.409 -2.376
C -0.206 -5.990 -1.062
C 0.705 -6.103 -2.245
C 0.585 -7.292 -3.223
O 1.583 -5.204 -2.552
H -0.853 -5.303 -1.137
H 0.318 -5.867 -0.131
H -0.894 -6.892 -0.813
H 0.929 -8.420 -2.701
H 1.116 -7.027 -4.067
H -0.463 -7.388 -3.611
C -4.922 4.057 -1.468
C -5.391 2.721 -2.125
C -5.716 2.821 -3.562
O -5.534 1.649 -1.546
H -5.160 5.000 -1.934
H -3.766 3.989 -1.426
H -5.144 4.002 -0.321
H -4.914 3.122 -4.201
H -6.508 3.568 -3.719
H -6.348 1.849 -3.755
*
```

Computed properties:
maximum force: 0.364 Eh/bohr
DFT total energy: -43993.08529 eV
HOMO-LUMO gap: 10.6 eV
LUMO energy: 0.025 Eh
ΔE to the lowest compared entry with this formula, charge and spin: 5.504 eV

=====

Record 4
This record from the OMol25 dataset describes a molecular structure, C22H44O44S11 in a non-equilibrium geometry. The level of theory is ωB97M-V/def2-TZVPD.

ORCA input file:
```
! RIJCOSX wB97M-V def2-TZVPD def2/J DEFGRID3
* xyz 0 1
C 2.182 4.274 -0.448
C 2.087 5.186 -1.662
O 3.319 5.189 -2.206
S 3.989 3.758 -2.032
O 5.458 3.801 -1.898
O 3.404 2.805 -2.967
O 3.303 3.534 -0.520
H 1.305 3.629 -0.409
H 2.151 4.852 0.476
H 1.854 6.222 -1.417
H 1.327 4.865 -2.375
C 2.614 -3.608 3.166
C 2.704 -3.990 1.692
O 3.582 -2.993 1.122
S 4.893 -2.980 2.086
O 5.332 -1.630 2.192
O 5.884 -3.992 1.687
O 3.974 -3.309 3.425
H 2.112 -4.368 3.765
H 2.143 -2.666 3.447
H 1.816 -3.874 1.071
H 3.094 -5.001 1.579
C 4.497 -1.108 -6.534
C 3.110 -1.595 -6.837
O 2.486 -1.468 -5.644
S 3.499 -1.962 -4.370
O 3.424 -3.423 -4.171
O 3.260 -1.051 -3.260
O 4.845 -1.535 -5.247
H 4.656 -0.030 -6.538
H 5.226 -1.588 -7.186
H 3.200 -2.626 -7.179
H 2.574 -1.012 -7.587
C -5.175 -0.801 2.390
C -4.946 -2.289 2.590
O -5.280 -2.563 3.971
S -6.362 -1.529 4.545
O -5.937 -1.187 5.931
O -7.786 -1.820 4.247
O -5.764 -0.300 3.617
H -5.667 -0.574 1.445
H -4.174 -0.370 2.402
H -3.917 -2.591 2.396
H -5.562 -2.999 2.038
C -6.796 2.783 1.944
C -5.528 3.735 2.159
O -4.536 3.128 1.284
S -5.264 2.436 -0.034
O -4.614 1.201 -0.442
O -5.482 3.437 -1.066
O -6.695 1.984 0.743
H -7.616 3.477 1.763
H -7.046 2.207 2.835
H -5.137 3.780 3.176
H -5.658 4.800 1.964
C 2.921 0.880 3.855
C 1.583 0.345 3.692
O 0.733 1.457 3.594
S 1.501 2.840 4.175
O 0.787 3.491 5.308
O 1.751 3.661 3.006
O 2.774 2.040 4.734
H 3.261 1.333 2.923
H 3.681 0.137 4.098
H 1.281 -0.278 4.533
H 1.517 -0.143 2.720
C -1.024 0.228 0.708
C -0.264 1.458 0.185
O 0.636 1.015 -0.812
S 0.962 -0.623 -0.706
O 2.040 -0.720 0.242
O 1.013 -1.444 -1.971
O -0.508 -0.908 0.035
H -2.108 0.340 0.726
H -0.727 0.143 1.753
H 0.364 1.958 0.923
H -0.990 2.201 -0.146
C -1.204 -3.042 7.202
C -2.664 -2.955 6.608
O -2.497 -2.741 5.245
S -1.022 -2.697 4.710
O -0.738 -1.572 3.817
O -0.623 -4.033 4.281
O -0.403 -2.436 6.190
H -0.946 -4.097 7.289
H -1.121 -2.520 8.155
H -3.241 -2.110 6.984
H -3.354 -3.767 6.838
C -3.075 3.490 -4.951
C -3.343 4.834 -4.097
O -2.247 4.875 -3.216
S -1.740 3.331 -2.882
O -2.770 2.735 -2.035
O -0.404 3.323 -2.389
O -1.863 3.038 -4.508
H -3.018 3.742 -6.010
H -3.948 2.842 -4.871
H -4.245 4.975 -3.502
H -3.338 5.759 -4.675
C 5.968 0.429 -2.380
C 5.256 0.402 -1.001
O 6.127 -0.432 -0.287
S 6.553 -1.772 -1.213
O 5.419 -2.735 -1.271
O 7.833 -2.295 -0.846
O 6.588 -0.853 -2.559
H 6.700 1.237 -2.384
H 5.191 0.751 -3.073
H 4.263 -0.036 -0.905
H 5.319 1.351 -0.469
C -1.705 -2.540 -3.365
C -1.053 -3.642 -4.097
O -1.933 -4.130 -5.132
S -3.383 -3.284 -5.158
O -4.429 -3.939 -4.385
O -3.753 -2.738 -6.479
O -2.714 -2.058 -4.191
H -1.029 -1.733 -3.083
H -2.099 -2.935 -2.429
H -0.662 -4.518 -3.578
H -0.206 -3.166 -4.591
*
```

Computed properties:
maximum force: 0.106 Eh/bohr
DFT total energy: -232788.65636 eV
HOMO-LUMO gap: 10.3 eV
LUMO energy: -0.003 Eh
ΔE to the lowest compared entry with this formula, charge and spin: 6.762 eV

=====

Record 5
This record from the OMol25 dataset describes a molecular structure, C22H45N2OP3Pb in a non-equilibrium geometry. The level of theory is ωB97M-V/def2-TZVPD.

ORCA input file:
```
! RIJCOSX wB97M-V def2-TZVPD def2/J DEFGRID3
* xyz 4 1
Pb 0.356 0.239 -0.742
P 0.461 -1.388 1.924
P 2.637 -2.547 -1.440
P -2.131 -1.431 -0.222
H -2.440 4.368 1.369
C -2.740 3.351 1.653
C -2.309 2.778 2.792
H -1.702 3.353 3.509
C 2.040 -0.858 2.696
C 0.606 -3.202 2.172
C -0.735 -0.963 3.247
C 2.436 -1.630 -2.977
C 4.377 -2.954 -1.287
C 1.638 -4.031 -1.498
C -3.258 -0.283 0.652
C -2.554 -3.058 0.511
C -2.990 -1.552 -1.832
H -3.455 2.851 0.991
H -2.624 1.774 3.113
H 1.873 -0.014 3.380
H 2.748 -0.542 1.917
H 2.483 -1.694 3.256
H 1.336 -3.621 1.468
H -0.358 -3.700 2.018
H 0.954 -3.387 3.197
H -0.938 0.117 3.245
H -0.302 -1.243 4.217
H -1.683 -1.500 3.106
H 2.921 -2.179 -3.796
H 2.916 -0.643 -2.899
H 1.374 -1.501 -3.236
H 4.762 -3.360 -2.234
H 4.515 -3.695 -0.490
H 4.939 -2.042 -1.032
H 1.794 -4.548 -2.455
H 0.573 -3.771 -1.401
H 1.919 -4.705 -0.678
H -4.296 -0.536 0.397
H -3.048 0.750 0.344
H -3.122 -0.354 1.738
H -3.545 -3.363 0.144
H -2.565 -3.029 1.609
H -1.813 -3.801 0.184
H -4.044 -1.821 -1.667
H -2.510 -2.330 -2.441
H -2.941 -0.599 -2.376
C -1.681 1.978 -2.502
C -0.917 1.796 -3.693
C -1.568 1.670 -4.916
C -2.960 1.825 -5.000
C -3.700 2.116 -3.846
C -3.081 2.213 -2.605
O -1.141 1.815 -1.312
H 2.213 -1.780 -0.296
H 0.168 1.696 -3.604
H -0.981 1.457 -5.813
H -3.456 1.733 -5.972
H -4.775 2.281 -3.913
H -3.633 2.423 -1.685
C 1.615 3.521 3.946
C 1.820 3.010 2.578
C 2.949 3.005 1.759
C 2.594 2.349 0.575
N 1.306 1.939 0.671
N 0.857 2.378 1.883
C 3.405 2.088 -0.628
H 2.447 3.201 4.591
H 1.597 4.621 3.955
H 0.675 3.154 4.381
H 3.914 3.423 1.994
H -0.126 2.283 2.150
H 4.258 2.782 -0.644
H 3.819 1.064 -0.644
H 2.826 2.251 -1.553
*
```

Computed properties:
maximum force: 0.097 Eh/bohr
DFT total energy: -61643.24945 eV
HOMO-LUMO gap (alpha / beta): 3.2 / 3.2 eV
LUMO energy (alpha / beta): -0.595 / -0.595 Eh
ΔE to the lowest compared entry with this formula, charge and spin: 0.000 eV